Record 1
{"formula": "H37O19", "method": "the ωB97M-V functional and the def2-TZVPD basis", "total_charge": -1, "mol_weight_g_mol": 341.28, "e_homo_ev": -7.43, "relative_energy_kcal_mol": 69.2, "homo_lumo_gap_ev": 9.827, "species": ["O", "H", "H", "O", "H", "H", "O", "H", "H", "O", "H", "H", "O", "H", "H", "O", "H", "H", "O", "H", "H", "O", "H", "O", "H", "H", "O", "H", "H", "O", "H", "H", "O", "H", "H", "O", "H", "H", "O", "H", "H", "O", "H", "H", "O", "H", "H", "O", "H", "H", "O", "H", "H", "O", "H", "H"], "positions_angstrom": [[2.308756, -2.894377, -2.760465], [1.924809, 1.206158, -2.531236], [-1.130274, 0.005233, 3.857715], [0.350858, 1.059572, -0.765615], [1.487722, 3.694486, 0.852653], [-0.529489, 0.688461, -0.924492], [-1.772487, 0.720308, 3.934649], [0.556640, 3.649466, -0.961119], [-0.970949, -2.452141, 0.087565], [3.723875, -0.698329, -1.016008], [4.078507, 0.100837, -0.611935], [2.784971, -0.482550, -1.065956], [1.914842, -2.111061, 2.292350], [1.776613, -1.436282, 1.625611], [2.871424, -2.050267, 2.366859], [3.211485, 0.246775, 1.761538], [-2.577232, -1.275609, -3.835799], [3.674341, 0.936691, 2.248822], [-0.889474, -3.185053, 0.736104], [-1.099693, -1.806170, 3.004611], [0.029205, -3.311154, 0.909235], [-0.496623, -1.816775, 3.756890], [-0.196876, -1.703141, -1.505012], [-1.476657, -0.873221, -0.647610], [-1.105890, -1.389786, -3.772095], [-2.228574, -1.331798, -0.308289], [1.069044, 3.514141, -1.753258], [0.496696, 2.623053, 1.589595], [0.839982, 2.686958, -2.166779], [0.768212, 0.777237, 2.889024], [0.496711, -0.037775, 2.525265], [-2.303666, 0.052577, -2.573576], [1.204197, 2.786284, 0.959615], [2.340037, 0.672745, 1.680252], [-2.206209, 2.219331, 1.118165], [-1.858646, -1.708440, -4.303427], [-1.385263, 1.889458, 2.431872], [0.169635, -2.479765, 3.556063], [-0.136952, -2.470639, -2.146027], [-2.340138, 0.335311, 3.221895], [-1.766815, -0.234074, 0.658480], [-3.426080, 1.819915, -0.676250], [-3.838132, 1.569601, -1.509248], [-2.573225, 1.435397, -0.823088], [-1.454228, 2.474240, 1.652393], [-1.302527, 1.133566, -2.291688], [2.079767, -2.091006, -2.289949], [-1.993813, 0.898178, -2.910055], [-1.071722, -2.658558, -2.222203], [0.796482, 0.588718, 3.831133], [2.055764, 0.930568, -3.446760], [2.827130, 1.447835, -3.691786], [0.204227, 1.854995, -0.217774], [-2.201067, -0.120529, 1.602625], [1.421855, -3.255579, -2.906786], [-3.131086, -0.144017, 1.483306]], "forces_ev_per_angstrom": [[0.2, -0.4, -0.3], [-0.2, -0.3, 0.2], [0.4, 0.1, 0.7], [-0.4, 0.3, -0.5], [-0.4, 0.1, 0.6], [0.3, -0.8, 0.7], [-0.9, -0.5, -0.1], [-0.3, -0.4, 0.1], [0.4, -0.3, 0.5], [-0.1, 0.2, -0.1], [0.1, -0.1, 0.2], [0.0, -0.1, 0.0], [0.0, -0.5, -0.1], [-0.2, 0.1, -0.2], [0.1, -0.1, 0.2], [0.3, 0.7, -0.2], [-0.4, -0.1, -0.4], [0.2, -0.1, 0.0], [-1.3, 0.1, 0.0], [-0.1, -0.4, -0.4], [1.1, -0.1, 0.0], [-0.3, 0.2, 0.3], [-0.1, -0.8, -0.7], [0.3, 1.0, -0.4], [0.2, -0.3, -0.5], [-1.1, -0.7, -0.2], [0.9, 1.4, -0.8], [-0.4, 0.7, 0.4], [-0.5, -0.3, 0.2], [0.7, 1.7, 0.5], [-0.7, -1.6, -0.6], [0.3, -0.1, 0.5], [1.0, -0.4, -0.5], [0.0, -0.1, 0.1], [-0.2, -0.3, 0.3], [0.1, 0.1, 0.5], [-0.4, -0.1, -0.2], [0.2, 0.1, -0.3], [0.0, 0.9, 0.5], [0.2, 0.9, 0.6], [-0.2, -0.1, 0.7], [-0.9, 0.2, 0.3], [-0.2, 0.3, -0.1], [0.8, -0.4, 0.1], [0.7, 0.9, 0.2], [0.4, 0.1, -0.3], [0.3, 0.1, -0.1], [-0.5, 0.2, -0.5], [-0.3, -0.3, -0.2], [0.1, 0.1, 0.1], [0.0, 0.3, 0.2], [0.1, -0.1, -0.3], [0.5, -0.5, 0.0], [1.1, -0.4, -0.3], [0.3, 0.1, 0.1], [-1.4, -0.1, -0.5]], "mulliken_charge": [-0.66, 0.17, 0.21, -0.24, 0.24, -0.11, -0.77, 0.31, 0.47, -0.59, 0.30, 0.18, -0.55, 0.25, 0.28, -0.55, 0.37, 0.24, -0.68, 0.37, 0.30, -0.70, 0.15, -0.73, 0.39, 0.13, -0.67, 0.30, 0.38, -0.47, 0.28, 0.21, -0.59, 0.30, 0.30, -0.64, 0.53, 0.31, -0.72, 0.47, 0.26, -0.68, 0.33, 0.43, -0.80, 0.34, 0.34, -0.71, 0.38, 0.30, -0.58, 0.29, 0.24, -0.48, 0.38, 0.22]}

***

Record 2
{"formula": "H38O19", "method": "the ωB97M-V functional and the def2-TZVPD basis", "total_charge": 0, "mol_weight_g_mol": 342.29, "e_homo_ev": -10.84, "relative_energy_kcal_mol": 103.4, "homo_lumo_gap_ev": 10.460, "species": ["O", "H", "H", "O", "H", "H", "O", "H", "H", "O", "H", "H", "O", "H", "H", "O", "H", "H", "O", "H", "H", "O", "H", "H", "O", "H", "H", "O", "H", "H", "O", "H", "H", "O", "H", "H", "O", "H", "H", "O", "H", "H", "O", "H", "H", "O", "H", "H", "O", "H", "H", "O", "H", "H", "O", "H", "H"], "positions_angstrom": [[-2.709524, -1.118769, -4.121285], [-2.891836, -0.427616, -3.432608], [-1.731548, -1.127324, -4.207666], [0.546845, -1.060097, -2.855875], [-0.057892, -0.861783, -2.153459], [0.262981, -1.247588, -3.764490], [-3.198694, -3.664933, 1.073703], [-3.167908, -3.025260, 1.773015], [-3.796867, -3.301936, 0.424734], [3.887991, 2.144034, 0.806871], [4.704801, 1.622152, 0.946141], [3.831005, 2.320010, -0.153942], [1.145496, -2.923553, 2.507404], [1.855882, -3.410008, 2.923625], [1.610731, -2.444195, 1.784599], [4.532600, -1.846587, 1.977183], [4.165580, -0.937241, 2.245476], [3.786271, -2.210155, 1.509843], [2.393782, -0.392729, 1.359402], [1.752559, -0.812067, 0.796064], [2.777729, 0.430981, 0.995327], [-2.400032, 2.497940, 1.136648], [-2.551297, 3.147248, 1.840200], [-1.526033, 2.054262, 1.313847], [1.006078, 3.598802, 1.961071], [0.912267, 3.245648, 2.840554], [1.929264, 3.745965, 1.776928], [0.344583, 1.194528, -0.342919], [0.842566, 1.667265, -1.040502], [0.860672, 1.602926, 0.440193], [-2.331865, 1.002798, -1.996098], [-1.865653, 1.829616, -2.222775], [-2.202865, 1.222988, -1.047476], [-4.833053, -1.277484, -0.434573], [-4.148624, -1.429592, -1.139155], [-5.130278, -0.390166, -0.659486], [-0.973175, -1.024441, -0.739177], [-0.238219, -0.502911, -0.352899], [-1.291061, -1.675222, -0.124590], [4.137684, 1.702552, -2.062756], [3.775355, 0.860018, -2.388418], [3.770496, 2.504140, -2.508552], [-1.253392, 3.981871, -1.211255], [-1.127608, 3.305294, -0.571256], [-2.063091, 4.451053, -1.202045], [-0.084870, -3.880536, 0.095907], [-0.378936, -4.532786, -0.577396], [0.225652, -4.338351, 0.877062], [1.564249, 1.117031, -3.580623], [0.981114, 0.739591, -2.802847], [1.551009, 0.504508, -4.315599], [-0.304972, -0.553623, 4.245382], [0.412341, -1.158276, 4.060101], [-1.173969, -0.911694, 4.126743], [-2.344510, -0.274901, 2.091197], [-1.959151, 0.077645, 1.287194], [-1.830687, 0.190948, 2.793315]], "forces_ev_per_angstrom": [[0.6, 0.7, 0.6], [0.5, -0.8, -0.8], [-1.2, 0.1, 0.3], [2.1, -0.8, -1.2], [-2.0, -0.8, 0.0], [-0.6, 0.2, 1.2], [0.3, -0.8, -0.3], [0.0, 0.6, 0.5], [-0.4, 0.3, -0.1], [0.0, -0.4, 0.1], [-0.5, 0.6, -0.4], [0.5, -0.5, 0.2], [0.4, 0.6, -0.8], [0.3, -0.2, 0.3], [-0.6, -0.5, 0.9], [0.0, 2.0, 1.1], [0.8, -2.3, -0.6], [-0.2, -0.1, -0.3], [0.3, 0.5, 0.8], [-0.2, 0.5, -0.9], [-0.4, -0.4, -0.3], [1.2, -0.5, 0.0], [0.3, -0.3, -0.2], [-1.3, 1.1, 0.1], [-0.9, -0.1, -0.8], [0.3, -0.1, 0.5], [0.6, -0.1, 0.2], [2.1, 2.1, 1.5], [-0.5, -0.3, -0.1], [-1.3, -1.0, -1.1], [0.8, 1.8, 1.1], [-0.3, -0.1, -1.3], [-0.7, -1.3, -0.1], [1.1, -0.2, -1.2], [-0.8, 0.1, 0.9], [-0.2, 0.1, 0.2], [0.3, 1.0, 0.1], [-0.8, -0.5, 0.2], [0.2, -0.9, 0.5], [0.1, 0.9, 0.4], [-0.3, 1.0, -0.4], [0.1, -1.7, 0.0], [2.1, 0.2, -2.0], [-0.8, -0.3, 1.2], [-1.3, 0.1, 0.7], [-0.2, -0.1, -1.1], [0.3, 0.5, 1.0], [-0.1, -0.3, 0.1], [-0.8, 1.0, 2.4], [1.8, 0.3, -3.3], [-0.3, -0.3, 0.3], [0.5, 1.7, 0.6], [-0.4, -0.7, -0.4], [-0.1, -1.2, -0.1], [0.6, 0.4, 1.1], [-0.2, -0.2, -0.4], [-0.5, -0.5, -0.8]], "mulliken_charge": [-0.65, 0.34, 0.26, -0.69, 0.49, 0.28, -0.61, 0.29, 0.30, -0.68, 0.29, 0.39, -0.60, 0.32, 0.24, -0.63, 0.34, 0.31, -0.59, 0.36, 0.28, -0.55, 0.28, 0.18, -0.61, 0.32, 0.29, -0.35, 0.17, 0.19, -0.56, 0.34, 0.30, -0.64, 0.34, 0.29, -0.38, 0.15, 0.17, -0.67, 0.33, 0.33, -0.63, 0.31, 0.30, -0.53, 0.25, 0.29, -0.66, 0.41, 0.25, -0.66, 0.32, 0.32, -0.55, 0.25, 0.38]}

***

Record 3
{"formula": "H38O19", "method": "the ωB97M-V functional and the def2-TZVPD basis", "total_charge": 0, "mol_weight_g_mol": 342.29, "e_homo_ev": -10.50, "relative_energy_kcal_mol": 200.6, "homo_lumo_gap_ev": 9.984, "species": ["O", "H", "H", "O", "H", "H", "O", "H", "H", "O", "H", "H", "O", "H", "H", "O", "H", "H", "O", "H", "H", "O", "H", "H", "O", "H", "H", "O", "H", "H", "O", "H", "H", "O", "H", "H", "O", "H", "H", "O", "H", "H", "O", "H", "H", "O", "H", "H", "O", "H", "H", "O", "H", "H", "O", "H", "H"], "positions_angstrom": [[-4.593770, 1.539348, -1.527648], [-4.848823, 1.316194, -0.687401], [-3.893394, 0.852040, -1.646779], [-1.507976, 3.888395, 1.582372], [-1.154201, 3.097579, 1.157601], [-1.657337, 3.535329, 2.445580], [3.998946, -0.424865, 0.672795], [3.171877, -0.820642, 0.402156], [3.929014, -0.232116, 1.535951], [1.105941, 1.197591, -0.308853], [0.284336, 1.048996, 0.280476], [1.304982, 0.674962, -1.049553], [-1.762625, 1.773516, -1.471946], [-1.616723, 2.723172, -1.635719], [-2.596659, 1.614085, -1.638014], [3.660406, 2.860000, -0.835544], [3.647347, 3.311192, -1.750297], [3.145487, 2.082601, -0.980965], [0.095048, -3.854882, -3.545913], [-0.761433, -3.308649, -3.822052], [-0.218043, -4.385040, -2.766491], [2.397822, 0.251023, -2.606027], [1.982774, 1.110418, -2.968405], [2.749950, 0.000648, -3.581382], [0.624836, -3.579722, 0.675439], [1.551079, -3.329484, 0.368553], [0.846889, -4.455443, 1.209060], [-1.694604, 0.430509, 1.793031], [-1.367838, -0.569520, 1.831654], [-1.003486, 0.924240, 1.359190], [-3.165832, -0.355365, -0.181321], [-3.330204, -1.185026, 0.153669], [-2.641209, 0.059651, 0.568939], [1.437815, -1.531816, -0.774189], [1.232058, -1.222936, -1.561830], [0.615281, -2.199461, -0.600988], [2.250335, 2.545495, 2.346402], [2.100683, 3.386191, 2.631200], [1.927787, 2.548113, 1.436993], [-0.265733, 3.744738, -0.829025], [0.658063, 4.015501, -1.308987], [-0.806778, 4.568194, -0.547901], [-1.794514, -1.237502, 3.618990], [-1.218729, -0.503085, 3.898280], [-2.424977, -0.566747, 3.405500], [0.914367, -0.406231, 4.998869], [1.516716, 0.039923, 4.351672], [0.701748, -1.466931, 4.942312], [-2.251791, -0.799642, -2.748927], [-2.375626, -1.656333, -2.520355], [-2.614844, -0.355649, -1.904575], [-1.366061, -2.412904, 1.286399], [-0.802653, -3.097497, 1.703805], [-2.295286, -2.652216, 1.394528], [2.804717, -2.811819, -2.446673], [2.035281, -3.293050, -2.066482], [3.339562, -2.425095, -1.737198]], "forces_ev_per_angstrom": [[1.8, -0.1, -3.4], [-1.3, -0.6, 3.4], [-1.6, 0.6, -0.2], [0.2, -0.3, -0.5], [0.1, 0.4, -0.7], [-0.4, 0.1, 1.2], [0.8, -1.2, -4.8], [-0.5, 0.0, -0.2], [-0.4, 1.2, 4.8], [-1.3, 2.6, 3.9], [2.4, -0.4, -3.0], [-0.7, -1.8, -0.9], [6.7, 1.5, 1.3], [0.2, -0.6, 0.2], [-6.4, -0.6, -1.3], [0.4, 2.3, -2.3], [0.2, -1.0, 2.2], [-0.6, -1.2, 0.1], [-3.2, 1.0, 0.4], [2.8, -1.7, 0.9], [0.3, 0.7, -1.1], [0.2, 1.8, -5.1], [0.5, -1.5, 1.4], [-0.8, -0.1, 3.5], [3.5, -3.4, 1.2], [-1.4, -0.2, 0.6], [-0.8, 2.5, -1.7], [0.7, -2.0, 0.0], [-0.5, 2.2, -0.1], [0.2, 0.2, -0.1], [0.6, 2.8, -0.1], [-0.8, -3.1, 0.8], [-0.3, 0.1, -0.9], [-2.3, -4.8, 7.2], [-1.0, 2.4, -6.3], [2.6, 2.7, -0.4], [0.3, -3.6, -1.2], [-0.5, 3.7, 1.4], [0.3, -0.3, -0.3], [2.0, 2.8, -1.1], [-3.6, -0.6, 2.0], [1.9, -1.6, -0.8], [0.6, 0.6, 1.3], [1.3, -0.9, 0.7], [-2.1, 0.0, -0.6], [-1.0, -2.6, 0.0], [-0.7, -1.6, 0.4], [1.6, 4.4, -0.6], [-0.3, 4.8, 0.6], [-0.6, -4.4, 0.8], [1.3, -1.1, -1.7], [-0.6, 0.0, -0.2], [-0.7, 0.8, -0.4], [0.4, -0.2, 0.4], [0.2, -0.9, -0.4], [1.1, 0.8, -0.4], [-0.6, -0.3, -0.1]], "mulliken_charge": [-0.70, 0.31, 0.48, -0.64, 0.34, 0.31, -0.61, 0.20, 0.26, 0.45, 0.01, 0.02, -0.39, 0.17, 0.16, -0.64, 0.31, 0.28, -0.64, 0.33, 0.32, -0.70, 0.28, 0.28, -0.70, 0.32, 0.29, -0.84, 0.63, -0.05, -0.48, 0.13, 0.53, -0.61, 0.38, 0.36, -0.59, 0.27, 0.25, -0.61, 0.26, 0.32, -0.62, 0.33, 0.34, -0.70, 0.33, 0.33, -0.67, 0.17, 0.44, -0.49, 0.25, 0.25, -0.62, 0.29, 0.33]}